a:
Computed, not measured: a 2-piece molecular cluster, C3H11N2 overall, with ωB97M-V with the def2-TZVPD basis set.

Lowest unoccupied orbital energy (spin up / spin down) in eV: 1.2 / 0.8
Molecular weight in g mol⁻¹: 75.1
HOMO (spin up / spin down) in eV: -3.49 / -8.93
<S²>: 0.751

```
! RIJCOSX wB97M-V def2-TZVPD def2/J DEFGRID3
* xyz 0 2
C 0.52 0.38 2.42
N 0.70 -0.65 1.33
H 1.00 1.33 2.26
H 1.03 -0.02 3.32
H -0.54 0.31 2.70
H 1.72 -0.80 1.28
H 0.23 -1.56 1.62
H 0.08 -0.44 0.50
C -0.07 1.19 -2.31
C -1.08 0.39 -2.01
N -0.86 -0.73 -1.17
H 0.96 0.96 -2.08
H -0.30 1.99 -3.00
H -1.97 0.37 -2.62
H -1.46 -1.53 -1.02
H 0.04 -1.19 -1.21
*
```

=====

b:
Computed, not measured: a single C3H11N2 molecule, with ωB97M-V with the def2-TZVPD basis set.

Lowest unoccupied orbital energy (spin up / spin down) in eV: 0.8 / 0.6
Molecular weight in g mol⁻¹: 75.1
HOMO (spin up / spin down) in eV: -3.04 / -10.16
<S²>: 0.751

```
! RIJCOSX wB97M-V def2-TZVPD def2/J DEFGRID3
* xyz 0 2
N -0.30 1.59 0.55
C 0.28 0.36 1.29
C 1.03 -0.48 0.31
N 0.47 -0.41 -1.10
C -1.02 -0.83 -1.13
H 0.56 0.61 -1.42
H 0.15 2.44 1.05
H -1.34 1.51 0.75
H -0.68 -0.08 1.62
H 0.92 0.78 2.08
H 1.06 -1.52 0.54
H 2.07 -0.16 0.56
H 1.00 -0.92 -1.83
H -1.21 -1.69 -0.36
H -1.56 0.04 -0.87
H -1.43 -1.25 -2.05
*
```

=====

c:
Computed, not measured: a single C3H11N2 molecule, with ωB97M-V with the def2-TZVPD basis set.

Lowest unoccupied orbital energy (spin up / spin down) in eV: 1.1 / 0.8
Molecular weight in g mol⁻¹: 75.1
HOMO (spin up / spin down) in eV: -3.12 / -9.43
<S²>: 0.751

```
! RIJCOSX wB97M-V def2-TZVPD def2/J DEFGRID3
* xyz 0 2
N -1.88 -1.25 -0.15
C -0.88 -0.97 0.86
C -0.27 0.40 0.61
N 0.59 0.41 -0.62
C 1.94 1.04 -0.59
H 0.74 -0.59 -0.93
H -2.55 -0.60 -0.52
H -2.29 -2.14 0.01
H -0.04 -1.65 0.69
H -1.27 -1.00 1.87
H 0.28 0.86 1.41
H -1.09 1.10 0.42
H -0.05 0.77 -1.38
H 2.65 0.23 -0.65
H 2.03 1.78 -1.38
H 2.07 1.60 0.33
*
```

=====

Least stable of them? b.